Entry A
Entry from the Open Molecules 2025 dataset: the molecule C3H7OPS (wB97M-V/def2-TZVPD).

Output
Structure (SMILES): C=C[P@](C)(O)=S
LUMO level: 0.14 eV
HOMO-LUMO gap: 0.3274 Eh

ORCA input file:
```
! wB97M-V def2-TZVPD RIJCOSX def2/J DEFGRID3
* xyz 0 1
C 2.10 -0.46 -0.87
C 0.79 -0.43 -0.82
C -1.83 -0.30 0.55
O -0.61 1.96 0.03
P -0.15 0.19 0.57
S 0.93 0.07 2.27
H 2.38 -0.88 -1.73
H 2.83 -0.27 -0.19
H 0.13 -0.99 -1.53
H -1.94 -1.34 0.98
H -2.63 0.43 0.94
H -2.07 -0.49 -0.59
H 0.07 2.53 0.40
*
```

---

Entry B
Entry from the Open Molecules 2025 dataset: C3H7OPS as an isolated structure (wB97M-V/def2-TZVPD).

Output
LUMO level: 0.44 eV
HOMO-LUMO gap: 0.3406 Eh

ORCA input file:
```
! wB97M-V def2-TZVPD RIJCOSX def2/J DEFGRID3
* xyz 0 1
C 0.31 -0.17 -2.72
C 0.41 -0.50 1.69
C 0.03 -0.27 0.24
O 0.81 -0.01 -3.76
P -1.06 1.23 -0.05
S 1.53 -0.06 -0.80
H -0.69 -0.36 -2.35
H 1.08 0.28 2.04
H -0.49 -0.50 2.31
H 0.91 -1.46 1.80
H -0.49 -1.15 -0.15
H -1.98 0.91 0.95
H -0.35 2.06 0.81
*
```

---

Entry C
Entry from the Open Molecules 2025 dataset: the molecule C3H7OPS (wB97M-V/def2-TZVPD).

Output
Structure (SMILES): O=S(#[PH2])C1CC1
LUMO level: 0.48 eV
HOMO-LUMO gap: 0.3414 Eh

ORCA input file:
```
! wB97M-V def2-TZVPD RIJCOSX def2/J DEFGRID3
* xyz 0 1
C -1.29 -0.65 0.02
C -1.64 0.79 0.39
C -0.38 0.47 -0.37
O 2.15 1.74 -0.07
P 2.07 -1.28 0.18
S 1.11 0.67 0.69
H -1.03 -1.32 0.78
H -1.95 -1.04 -0.78
H -2.62 1.02 -0.02
H -1.67 0.97 1.44
H -0.24 0.77 -1.35
H 3.41 -0.93 0.27
H 2.09 -1.21 -1.18
*
```

---

entry A comes first in stability; the runner-up is 1.129 eV higher.

---

Entry A
Entry from the Open Molecules 2025 dataset: the molecule C23H34N4O2 (wB97M-V/def2-TZVPD).

Output
Structure (SMILES): CC1(C)[C@@H](CNC(=O)c2cnn(CC3CC3)c2)CCN1C(=O)C1CC2(CCC2)C1
LUMO level: 0.56 eV
HOMO-LUMO gap: 0.3548 Eh

ORCA input file:
```
! wB97M-V def2-TZVPD RIJCOSX def2/J DEFGRID3
* xyz 0 1
C 1.03 -1.82 -0.58
C 0.21 -0.56 -0.82
C -0.01 0.20 0.49
C 0.82 0.37 -1.90
C 2.34 0.41 -1.98
N 2.98 0.93 -0.79
C 2.95 2.26 -0.50
O 2.47 3.08 -1.26
C 3.54 2.65 0.80
C 3.89 3.96 1.18
N 4.36 3.99 2.42
N 4.31 2.72 2.85
C 4.69 2.40 4.21
C 5.48 1.12 4.31
C 5.51 0.41 5.63
C 4.75 -0.19 4.47
C 3.82 1.88 1.91
C 0.19 -0.10 -3.20
C -1.24 -0.40 -2.79
N -1.09 -0.93 -1.44
C -2.04 -1.66 -0.80
O -1.87 -2.12 0.33
C -3.34 -1.89 -1.54
C -4.49 -2.53 -0.75
C -5.46 -1.54 -1.42
C -6.33 -1.99 -2.61
C -7.36 -0.92 -2.19
C -6.70 -0.91 -0.79
C -4.25 -0.66 -1.80
H 1.97 -1.58 -0.07
H 0.47 -2.51 0.06
H 1.26 -2.33 -1.52
H 0.94 0.58 0.86
H -0.67 1.05 0.33
H -0.45 -0.45 1.25
H 0.47 1.39 -1.70
H 2.74 -0.58 -2.18
H 2.61 1.05 -2.82
H 3.46 0.31 -0.17
H 3.83 4.86 0.60
H 5.27 3.25 4.56
H 3.80 2.33 4.84
H 6.39 1.11 3.72
H 6.44 -0.06 5.92
H 4.94 0.83 6.44
H 3.67 -0.16 4.52
H 5.16 -1.06 3.99
H 3.70 0.83 2.11
H 0.26 0.64 -4.00
H 0.68 -1.02 -3.55
H -1.84 0.52 -2.79
H -1.73 -1.12 -3.45
H -3.14 -2.43 -2.47
H -4.67 -3.59 -0.89
H -4.36 -2.32 0.32
H -5.90 -1.92 -3.61
H -6.72 -3.00 -2.46
H -7.21 0.02 -2.71
H -8.42 -1.18 -2.25
H -7.20 -1.61 -0.11
H -6.58 0.05 -0.29
H -4.07 0.12 -1.06
H -4.25 -0.21 -2.80
*
```

---

Entry B
Entry from the Open Molecules 2025 dataset: the molecule C23H34N4O2 (wB97M-V/def2-TZVPD).

Output
Structure (SMILES): Cc1cccc(C)c1NC(=O)NC1(C(=O)N2CCN3CCC[C@@H]3C2)CCCCC1
LUMO level: 0.43 eV
HOMO-LUMO gap: 0.3331 Eh

ORCA input file:
```
! wB97M-V def2-TZVPD RIJCOSX def2/J DEFGRID3
* xyz 0 1
C -5.18 -1.23 -0.36
C -5.00 0.24 -0.11
C -6.09 1.02 0.25
C -5.92 2.37 0.50
C -4.68 2.95 0.38
C -3.57 2.20 0.01
C -3.74 0.83 -0.22
N -2.65 0.03 -0.62
C -1.53 -0.18 0.15
O -1.32 0.38 1.21
N -0.62 -1.02 -0.45
H -0.94 -1.59 -1.21
C 0.46 -1.60 0.33
C -0.10 -2.65 1.32
C -0.68 -3.86 0.60
C 0.39 -4.52 -0.28
C 0.93 -3.52 -1.29
C 1.49 -2.28 -0.59
H 2.34 -2.57 0.02
H 1.84 -1.57 -1.34
H 1.72 -3.98 -1.88
H 0.13 -3.24 -1.99
H 1.20 -4.87 0.36
H -0.03 -5.38 -0.79
H -1.04 -4.57 1.34
H -1.53 -3.57 -0.02
H -0.86 -2.16 1.93
H 0.71 -2.96 1.98
C 1.20 -0.53 1.17
O 1.57 -0.81 2.29
N 1.51 0.66 0.60
C 1.34 1.12 -0.75
H 0.78 2.06 -0.72
H 0.79 0.40 -1.35
C 2.72 1.38 -1.35
N 3.43 2.39 -0.59
C 3.49 2.09 0.84
C 4.61 1.04 0.99
H 4.19 0.03 0.91
H 5.09 1.12 1.96
C 5.56 1.35 -0.17
H 6.53 1.70 0.18
H 5.73 0.47 -0.79
C 4.83 2.46 -0.97
H 5.21 3.44 -0.67
H 4.95 2.35 -2.05
C 2.14 1.67 1.42
H 1.48 2.54 1.46
H 2.27 1.27 2.42
H 3.80 3.01 1.33
H 3.27 0.42 -1.40
H 2.60 1.75 -2.38
H -2.86 -0.66 -1.33
C -2.23 2.84 -0.15
H -1.58 2.55 0.67
H -2.33 3.93 -0.15
H -1.76 2.52 -1.08
H -4.55 4.01 0.57
H -6.77 2.97 0.79
H -7.06 0.57 0.34
H -6.18 -1.55 -0.09
H -4.46 -1.81 0.23
H -5.03 -1.47 -1.42
*
```

---

entry B comes first in stability; the runner-up is 2.884 eV higher.

---

Entry A
Entry from the Open Molecules 2025 dataset: the molecule C6H8N2O (wB97M-V/def2-TZVPD).

Output
Structure (SMILES): [H]/N=C(\C)[C@]12C(O)=C1N2C
LUMO level: 0.21 eV
HOMO-LUMO gap: 0.3125 Eh

ORCA input file:
```
! wB97M-V def2-TZVPD RIJCOSX def2/J DEFGRID3
* xyz 0 1
C -0.44 -0.15 0.25
C -1.81 -0.09 -0.05
C 0.69 0.79 -0.08
C -1.44 -1.31 -0.52
C 0.37 2.22 0.14
C 0.73 -2.37 0.12
N 1.81 0.25 -0.25
N -0.38 -1.52 0.49
O -2.58 0.94 -0.34
H 1.02 2.90 -0.27
H -0.54 2.31 -0.45
H 0.27 2.44 1.23
H 1.54 -2.07 0.76
H 0.59 -3.43 0.28
H 1.08 -2.25 -0.86
H 2.59 0.79 -0.23
H -3.50 0.55 -0.23
*
```

---

Entry B
Entry from the Open Molecules 2025 dataset: the molecule C6H8N2O (wB97M-V/def2-TZVPD).

Output
Structure (SMILES): C=COn1cnc(C)c1
LUMO level: 0.93 eV
HOMO-LUMO gap: 0.3609 Eh

ORCA input file:
```
! wB97M-V def2-TZVPD RIJCOSX def2/J DEFGRID3
* xyz 0 1
C -1.43 2.47 0.87
C -0.84 1.21 0.44
C 0.30 0.89 -0.31
C 1.57 -2.12 -0.85
C 1.82 -1.93 0.49
C -1.30 -0.70 -0.56
H -2.04 2.97 0.02
H -0.51 3.16 1.12
H -1.99 2.26 1.85
H 1.32 1.36 -0.36
H 1.75 -3.14 -1.54
H 2.48 -2.61 0.90
H 1.51 -0.83 1.02
H -1.68 -1.71 -0.88
N -0.01 -0.36 -0.83
N -1.83 0.27 0.11
O 0.86 -1.17 -1.47
*
```

---

entry B comes first in stability; the runner-up is 1.045 eV higher.

---

Entry A
Entry from the Open Molecules 2025 dataset: a 2-piece molecular cluster, C4H10 overall (wB97M-V/def2-TZVPD).

Output
Structure (SMILES): C=C.CC
LUMO level: 1.00 eV
HOMO-LUMO gap: 0.3988 Eh

ORCA input file:
```
! wB97M-V def2-TZVPD RIJCOSX def2/J DEFGRID3
* xyz 0 1
C -2.94 0.00 -0.36
C -2.82 1.02 0.81
H -2.44 0.32 -1.31
H -2.47 -0.90 0.08
H -3.99 -0.15 -0.48
H -1.73 1.33 1.02
H -3.36 0.68 1.75
H -3.32 1.97 0.44
C 3.21 -0.27 0.33
C 3.34 -0.94 -0.84
H 2.58 -0.56 1.14
H 3.45 0.80 0.31
H 3.11 -2.05 -0.84
H 3.41 -0.31 -1.75
*
```

---

Entry B
Entry from the Open Molecules 2025 dataset: a 3-piece molecular cluster, C4H10 overall (wB97M-V/def2-TZVPD).

Output
LUMO level: -0.12 eV
HOMO-LUMO gap: 0.2955 Eh

ORCA input file:
```
! wB97M-V def2-TZVPD RIJCOSX def2/J DEFGRID3
* xyz 0 1
C 0.87 0.14 -1.59
C 1.38 0.47 -0.39
C 1.22 -0.35 0.82
C -2.17 0.09 0.57
H 0.86 0.88 -2.42
H 0.26 -0.76 -1.57
H 1.89 1.43 -0.12
H -3.16 0.47 0.85
H 1.16 0.24 1.72
H 2.64 -1.01 -0.08
H 0.53 -1.14 0.84
H -1.43 0.02 1.39
H -1.68 0.48 -0.33
H -2.37 -0.95 0.32
*
```

---

entry A comes first in stability; the runner-up is 3.051 eV higher.

---

Entry A
Entry from the Open Molecules 2025 dataset: a 5-piece molecular cluster, CH12O4 overall (wB97M-V/def2-TZVPD).

Output
Structure (SMILES): C.O.O.O.O
LUMO level: 0.59 eV
HOMO-LUMO gap: 0.4399 Eh

ORCA input file:
```
! wB97M-V def2-TZVPD RIJCOSX def2/J DEFGRID3
* xyz 0 1
C 1.56 0.72 1.73
H 1.99 -0.27 1.85
H 0.52 0.69 2.04
H 2.07 1.53 2.24
H 1.62 1.00 0.68
H 1.43 0.78 -1.51
H -0.10 1.01 -1.53
O 0.66 0.76 -2.09
H -0.43 -1.12 0.85
H -1.61 -1.54 1.78
O -1.13 -0.78 1.45
H -1.45 0.56 0.27
H -2.26 1.68 -0.40
O -1.61 1.00 -0.59
H 0.46 -1.02 -1.26
H 0.41 -2.54 -1.15
O 0.48 -1.75 -0.61
*
```

---

Entry B
Entry from the Open Molecules 2025 dataset: a 5-piece molecular cluster, CH12O4 overall (wB97M-V/def2-TZVPD).

Output
Structure (SMILES): C.O.O.O.O
LUMO level: 0.66 eV
HOMO-LUMO gap: 0.4386 Eh

ORCA input file:
```
! wB97M-V def2-TZVPD RIJCOSX def2/J DEFGRID3
* xyz 0 1
C -1.46 -0.89 -1.73
H -1.51 -1.11 -2.80
H -2.23 -1.47 -1.19
H -1.69 0.18 -1.61
H -0.54 -1.09 -1.18
H 0.88 0.45 -1.91
H 0.86 1.06 -0.52
O 1.49 0.64 -1.19
H 0.19 -0.50 1.78
H -0.14 0.08 3.21
O -0.53 -0.08 2.34
H -0.47 1.19 1.30
H -1.03 1.93 0.07
O -0.21 1.82 0.57
H 1.88 -0.46 0.26
H 2.71 -0.99 1.42
O 1.81 -0.77 1.19
*
```

---

entry A comes first in stability; the runner-up is 0.070 eV higher.

---

Entry A
Entry from the Open Molecules 2025 dataset: a 2-piece molecular cluster, C2H7S2 overall (wB97M-V/def2-TZVPD).

Output
LUMO level (spin up / spin down): 0.64 / -3.11 eV
HOMO-LUMO gap (spin up / spin down): 0.3433 / 0.2046 Eh

ORCA input file:
```
! wB97M-V def2-TZVPD RIJCOSX def2/J DEFGRID3
* xyz 0 2
S 1.27 -1.54 2.03
H 1.75 -0.33 2.01
C -0.48 1.22 -0.28
C -0.13 -0.10 -1.04
S -1.18 -1.48 -0.38
H -1.55 1.28 -0.43
H -0.19 1.05 0.81
H 0.26 1.98 -0.47
H 0.87 -0.43 -0.88
H -0.32 -0.07 -2.13
H -0.30 -1.60 0.74
*
```

---

Entry B
Entry from the Open Molecules 2025 dataset: a 2-piece molecular cluster, C2H7S2 overall (wB97M-V/def2-TZVPD).

Output
LUMO level (spin up / spin down): 0.80 / -2.54 eV
HOMO-LUMO gap (spin up / spin down): 0.3403 / 0.2174 Eh

ORCA input file:
```
! wB97M-V def2-TZVPD RIJCOSX def2/J DEFGRID3
* xyz 0 2
S 1.84 -1.64 -0.10
H 1.68 -2.40 0.99
C 0.12 1.72 -0.63
S -1.24 1.15 0.44
C -1.33 -0.60 -0.06
H 0.53 2.62 -0.18
H -0.28 1.99 -1.59
H 0.84 0.92 -0.68
H -2.35 -0.91 0.13
H -1.04 -0.74 -1.10
H -0.73 -1.19 0.64
*
```

---

entry B comes first in stability; the runner-up is 0.621 eV higher.